No. 1
Density functional theory data (the ωB97M-V functional and the def2-TZVPD basis) for C3H4O2Zn as an isolated structure at a distorted geometry.

CARTESIAN COORDINATES (ANGSTROEM)
C1 0.707 1.084 -0.748
O1 0.516 -0.027 0.095
C2 -1.030 -0.931 -0.120
C3 -1.370 -1.560 0.992
O2 -0.559 -1.499 2.072
Zn1 0.944 -0.495 1.790
H1 1.755 1.410 -0.737
H2 0.442 0.813 -1.782
H3 0.058 1.930 -0.472
H4 -1.464 -0.726 -1.091

Summary:
- Charge: 0
- Relative energy (zero: lowest compared OMol25 entry of this formula, charge and spin): 241.41 kJ/mol

No. 2
Density functional theory data (the ωB97M-V functional and the def2-TZVPD basis) for one molecule with the formula C4H5NO2S at a distorted geometry.

CARTESIAN COORDINATES (ANGSTROEM)
O1 2.561 -1.506 2.092
C1 1.410 -1.794 1.923
N1 0.594 -0.937 1.224
C2 1.025 0.260 0.665
C3 0.420 0.983 -0.275
C4 -0.874 0.646 -0.881
O2 -1.441 -0.457 -0.442
S1 -1.622 1.475 -2.074
H1 0.854 -2.742 2.167
H2 -0.346 -1.166 0.940
H3 1.898 0.648 1.198
H4 0.899 1.886 -0.639
H5 -2.354 -0.525 -0.838

Summary:
- Charge: 0
- Relative energy (zero: lowest compared OMol25 entry of this formula, charge and spin): 122.54 kJ/mol

No. 3
Density functional theory data (the ωB97M-V functional and the def2-TZVPD basis) for one molecule with the formula C4H4N2O.

CARTESIAN COORDINATES (ANGSTROEM)
O1 0.445 -1.857 -2.341
C1 0.652 -1.811 -1.153
C2 0.745 -0.623 -0.329
C3 0.305 -0.352 0.928
N1 -0.309 0.594 1.564
C4 -0.733 1.607 0.719
N2 -0.588 1.546 -0.547
H1 0.851 -2.748 -0.562
H2 0.734 -1.208 1.484
H3 -1.189 2.452 1.249
H4 -0.913 2.398 -1.013

Summary:
- Charge: 0
- Relative energy (zero: lowest compared OMol25 entry of this formula, charge and spin): 441.82 kJ/mol

No. 4
Density functional theory data (the ωB97M-V functional and the def2-TZVPD basis) for H2NaO as an isolated structure at a distorted geometry.

CARTESIAN COORDINATES (ANGSTROEM)
O1 0.221 0.071 0.476
H1 0.548 -0.589 1.129
H2 0.821 -0.027 -0.297
Na1 -1.591 0.545 -1.308

Summary:
- Charge: +1
- Relative energy (zero: lowest compared OMol25 entry of this formula, charge and spin): 35.97 kJ/mol

No. 5
Density functional theory data (the ωB97M-V functional and the def2-TZVPD basis) for an isolated ion of composition C13H21BrNO4 and charge +1.

CARTESIAN COORDINATES (ANGSTROEM)
O1 3.418 5.143 -1.804
C1 2.290 4.299 -1.796
C2 2.721 2.891 -1.385
N1 2.970 2.772 0.069
C3 4.183 3.500 0.513
C4 3.949 4.024 1.933
O2 2.660 4.599 1.923
C5 2.928 1.369 0.535
C6 1.463 0.915 0.670
O3 0.728 2.032 1.116
C7 1.316 -0.243 1.679
O4 -0.042 -0.461 1.950
C8 -0.799 -1.267 1.126
C9 -2.127 -1.423 1.521
C10 -2.990 -2.203 0.781
C11 -2.525 -2.832 -0.365
Br1 -3.708 -3.901 -1.403
C12 -1.209 -2.686 -0.764
C13 -0.343 -1.900 -0.021
H1 3.199 5.987 -2.212
H2 1.527 4.672 -1.097
H3 1.846 4.238 -2.797
H4 3.637 2.626 -1.918
H5 1.926 2.196 -1.655
H6 2.185 3.244 0.576
H7 5.057 2.852 0.458
H8 4.316 4.352 -0.157
H9 4.722 4.761 2.172
H10 4.002 3.216 2.676
H11 2.499 5.076 2.742
H12 3.483 0.731 -0.154
H13 3.398 1.325 1.518
H14 1.064 0.588 -0.304
H15 -0.031 1.709 1.625
H16 1.826 -1.144 1.326
H17 1.750 0.058 2.638
H18 -2.462 -0.930 2.420
H19 -4.015 -2.324 1.090
H20 -0.854 -3.182 -1.654
H21 0.680 -1.808 -0.354

Summary:
- Charge: +1
- Relative energy (zero: lowest compared OMol25 entry of this formula, charge and spin): 8.86 kJ/mol

No. 6
Density functional theory data (the ωB97M-V functional and the def2-TZVPD basis) for one molecule with the formula CH4ClO2PS at a distorted geometry.

CARTESIAN COORDINATES (ANGSTROEM)
C1 -1.071 -1.140 0.565
O1 -0.847 0.105 -0.080
P1 -1.017 1.464 0.916
O2 -0.938 2.533 -0.214
S1 0.156 1.551 2.436
Cl1 -3.086 1.218 1.353
H1 -2.081 -1.105 1.128
H2 -0.211 -1.368 1.308
H3 -1.070 -1.938 -0.252
H4 -1.485 3.297 -0.469

Summary:
- Charge: 0
- Relative energy (zero: lowest compared OMol25 entry of this formula, charge and spin): 0.00 kJ/mol

No. 7
Density functional theory data (the ωB97M-V functional and the def2-TZVPD basis) for a 3-piece molecular cluster, CN5O3 overall at a distorted geometry.

CARTESIAN COORDINATES (ANGSTROEM)
C1 0.135 -2.054 -0.787
N1 0.099 -3.117 -1.347
N2 1.841 1.183 -0.782
N3 -0.018 1.139 1.147
N4 0.732 1.340 -0.914
N5 -0.813 0.571 1.646
O1 -1.695 0.179 2.314
O2 -0.334 1.821 -1.145
O3 0.052 -1.061 -0.132

Summary:
- Charge: -1
- Relative energy (zero: lowest compared OMol25 entry of this formula, charge and spin): 33.40 kJ/mol

No. 8
Density functional theory data (the ωB97M-V functional and the def2-TZVPD basis) for a 2-piece molecular cluster, C3H5NO overall at a distorted geometry.

CARTESIAN COORDINATES (ANGSTROEM)
C1 -0.204 -1.023 -0.194
C2 0.834 -0.300 -0.615
C3 1.810 0.213 0.306
N1 2.578 0.634 1.064
H1 -0.344 -1.258 0.858
H2 -0.963 -1.380 -0.880
H3 0.961 -0.039 -1.662
O1 -1.904 0.988 0.189
H4 -1.719 0.959 1.136
H5 -1.049 1.206 -0.202

Summary:
- Charge: 0
- Relative energy (zero: lowest compared OMol25 entry of this formula, charge and spin): 120.07 kJ/mol